DFT (ωB97M-V/def2-TZVPD) results for a gas-phase ion, C3H9N6O (charge +1) at a distorted geometry.

Structure (ORCA input):
```
! RIJCOSX wB97M-V def2-TZVPD def2/J DEFGRID3
* xyz 1 1
C 1.2807 0.0622 0.0174
C -0.3706 -1.2418 -0.8966
C -0.7769 -0.3906 1.3058
N 0.8460 -0.6839 -0.9830
N -0.9325 -1.4806 0.3104
N -1.8397 0.8124 -1.2803
N -1.4811 0.8423 1.0810
N 0.7245 0.0113 1.2861
N 2.3978 0.7777 -0.1163
O -1.2270 1.5102 -0.0920
H -0.6158 -2.1208 -1.4673
H -0.9532 -0.8727 2.3495
H 1.3986 -0.6257 -1.8261
H -1.9114 -1.6938 0.1322
H -1.3059 1.3107 -2.0753
H -2.1505 1.3759 1.6554
H 0.9054 0.8442 1.8023
H 3.0448 0.6795 -0.9133
H 2.5627 1.4533 0.6358
*
```

## Properties
F_max   3.6 eV Å⁻¹
Energy   -523.045914 Eh